# 1
The following is a DFT calculation (the ωB97M-V functional and the def2-TZVPD basis) of a structure of composition C41H36AuBGeN8O2.

```
90
Properties=species:S:1:pos:R:3:forces:R:3
Au -1.961 -0.355 0.825 0.2 0.3 0.3
C -2.119 -4.677 0.683 0.0 0.0 0.0
C -1.512 -3.489 1.094 -0.1 0.0 0.1
N -2.069 -2.469 0.448 0.0 0.0 -0.1
N -3.025 -2.951 -0.367 0.1 0.0 0.0
C -3.067 -4.289 -0.240 0.0 0.0 0.0
B -3.731 -2.089 -1.408 0.1 0.2 -0.1
N -2.800 -1.762 -2.670 -0.1 -0.3 -0.1
C -3.240 -2.301 -3.818 0.0 0.1 0.0
C -2.497 -1.852 -4.884 0.0 0.0 0.0
C -1.574 -1.012 -4.308 -0.1 0.0 0.0
N -1.726 -0.944 -2.968 0.1 0.0 0.1
N -4.367 -0.815 -0.837 0.0 0.0 0.0
C -5.641 -0.414 -0.964 0.0 0.0 -0.1
C -5.778 0.832 -0.383 0.0 0.0 0.0
C -4.511 1.136 0.100 0.0 0.1 0.0
N -3.670 0.143 -0.197 0.0 -0.2 0.1
H -1.897 -5.675 1.014 0.0 0.0 0.0
H -0.717 -3.311 1.802 0.0 0.0 0.0
H -3.769 -4.866 -0.819 0.0 0.0 0.0
H -4.626 -2.731 -1.864 0.0 -0.1 0.1
H -4.091 -2.957 -3.804 0.0 0.0 0.0
H -2.609 -2.089 -5.926 0.0 0.0 0.0
H -0.805 -0.461 -4.810 0.0 0.0 0.0
H -6.356 -1.038 -1.473 0.0 0.0 0.0
H -6.670 1.428 -0.312 0.0 0.0 0.0
H -4.153 1.998 0.641 0.0 0.0 0.0
C 0.832 -1.899 -1.341 -0.1 0.0 0.1
Ge 0.049 -0.283 -2.062 -0.2 -0.4 -0.7
C 0.149 1.258 -0.899 -0.2 -0.1 0.3
C -0.738 2.321 -0.775 0.0 0.1 -0.1
C -0.402 3.424 -0.001 0.0 0.0 0.0
C 0.814 3.465 0.660 0.1 0.0 0.0
C 1.703 2.401 0.556 -0.1 0.1 0.0
C 1.370 1.300 -0.216 0.0 0.1 -0.1
C 0.972 0.213 -3.706 0.2 0.2 0.1
C 2.099 -0.490 -4.042 0.0 -0.1 0.0
C 2.936 -0.087 -5.109 0.0 0.0 0.0
C 2.637 1.036 -5.817 0.0 0.0 0.0
C 1.484 1.804 -5.507 0.0 0.0 0.0
C 1.169 2.977 -6.234 0.0 0.0 0.0
C 0.051 3.703 -5.941 0.0 0.0 0.0
C -0.814 3.276 -4.913 0.0 0.0 0.0
C -0.530 2.148 -4.196 -0.1 0.0 0.0
C 0.634 1.386 -4.454 0.1 0.1 0.1
H 1.902 -1.727 -1.215 0.0 0.0 0.0
H 0.689 -2.714 -2.051 0.0 0.0 0.0
H 0.430 -2.182 -0.371 0.0 0.0 0.0
H -1.690 2.308 -1.293 0.0 0.0 0.0
H -1.099 4.247 0.090 0.0 0.0 0.0
H 1.075 4.327 1.260 0.0 0.0 0.0
H 2.651 2.425 1.078 0.0 0.0 0.0
H 2.084 0.487 -0.293 0.0 0.0 0.0
H 2.378 -1.377 -3.486 0.0 0.0 0.0
H 3.811 -0.675 -5.352 0.0 0.0 0.0
H 3.275 1.364 -6.628 0.0 0.0 0.0
H 1.831 3.284 -7.033 0.0 0.0 0.0
H -0.179 4.601 -6.498 0.0 0.0 0.0
H -1.711 3.843 -4.698 0.0 0.0 0.0
H -1.227 1.824 -3.431 0.0 0.0 0.0
O -1.513 1.628 2.269 0.0 0.1 0.1
C -0.552 0.942 2.647 0.1 -0.1 0.0
N 0.373 1.188 3.583 -0.1 0.0 0.0
C 1.300 0.065 3.721 0.0 0.0 0.0
C 0.723 -0.907 2.646 0.2 0.0 -0.1
O 1.157 -2.006 2.378 -0.1 0.0 0.1
N -0.337 -0.287 2.074 -0.2 0.0 0.2
C 1.197 -0.615 5.084 0.1 0.0 0.0
C 0.243 -0.236 6.018 0.0 0.0 0.0
C 0.171 -0.884 7.246 0.0 0.0 0.0
C 1.045 -1.916 7.541 0.0 0.0 0.0
C 1.994 -2.304 6.603 0.0 0.0 0.0
C 2.072 -1.656 5.382 0.0 0.0 0.0
C 2.726 0.510 3.409 0.0 0.0 0.0
C 3.197 1.673 4.015 0.0 0.0 0.0
C 4.478 2.135 3.761 0.0 0.0 0.0
C 5.312 1.431 2.902 0.0 0.0 0.0
C 4.856 0.264 2.311 0.0 0.0 0.0
C 3.569 -0.199 2.563 0.0 0.0 -0.1
H 0.442 2.067 4.064 0.0 0.0 0.0
H -0.455 0.560 5.797 0.0 0.0 0.0
H -0.572 -0.576 7.970 0.0 0.0 0.0
H 0.991 -2.417 8.498 0.0 0.0 0.0
H 2.678 -3.112 6.826 0.0 0.0 0.0
H 2.814 -1.962 4.655 0.0 0.0 0.0
H 2.570 2.223 4.707 0.0 0.0 0.0
H 4.828 3.039 4.240 0.0 0.0 0.0
H 6.315 1.785 2.706 0.0 0.0 0.0
H 5.504 -0.298 1.651 0.0 0.0 0.0
H 3.224 -1.113 2.098 0.0 0.0 0.0
```
Positions in Å, forces in eV/Å.

Its total charge is +1. The HOMO energy (alpha / beta) is -10.741 / -10.742 eV. For the molar mass, the calculation gives 953.18 g mol⁻¹. The value obtained for the total energy is -4409.87947 hartree. The energy relative to the best compared isomer or geometry (same formula, charge and spin) comes out at 0.0 kcal/mol. The gap between HOMO and LUMO (alpha / beta) comes out at 8.62 / 6.76 eV. The spin multiplicity is 2.

# 2
The following is a DFT calculation (the ωB97M-V functional and the def2-TZVPD basis) of an isolated molecule of C15H9FN2O2.

```
29
Properties=species:S:1:pos:R:3:forces:R:3
O 2.949 -3.269 2.248 0.1 -1.0 2.0
C 2.085 -2.277 1.952 -1.3 1.0 -2.2
C 1.308 -1.641 2.887 -0.1 1.5 0.3
C 0.499 -0.601 2.496 -1.9 0.8 -2.4
C 0.189 -0.307 1.108 0.3 -1.5 1.0
C 0.788 -1.112 0.120 3.5 -0.1 0.5
C 1.881 -1.947 0.560 -0.4 -1.9 1.0
O 2.621 -2.755 -0.321 -0.9 1.1 0.1
N 0.649 -0.817 -1.243 -2.0 0.3 2.9
C -0.304 0.070 -1.637 -0.1 1.1 0.0
C -0.513 0.332 -2.943 0.6 -0.4 -1.3
C -1.170 1.455 -3.418 -2.6 2.2 2.0
C -1.846 2.326 -2.556 1.4 -1.0 -1.6
F -2.486 3.475 -3.034 0.9 -1.7 0.9
C -1.728 2.034 -1.197 0.9 -0.8 1.4
C -2.166 2.882 -0.225 -0.5 -1.0 4.7
N -2.192 2.594 1.181 1.1 0.1 -4.2
C -1.489 1.489 1.516 -1.1 0.9 0.1
C -0.770 0.691 0.633 -0.2 0.5 1.8
C -0.946 0.906 -0.717 -0.6 0.7 -0.8
H 2.816 -3.520 3.223 0.4 0.5 -2.2
H 1.382 -1.749 3.951 0.4 -0.6 0.4
H -0.082 -0.025 3.209 0.4 -0.2 0.2
H 2.794 -3.575 0.160 0.2 0.0 -0.1
H 1.166 -1.174 -1.967 1.8 -1.6 -1.3
H 0.004 -0.325 -3.607 0.2 -0.2 -0.8
H -1.375 1.767 -4.387 0.4 -0.3 -2.2
H -2.491 3.811 -0.566 -1.0 1.5 0.1
H -1.572 1.261 2.574 0.3 -0.1 -0.1
```
Positions in Å, forces in eV/Å.

Its total charge is 0. Its structure (SMILES) is Oc1ccc2c(c1O)Nc1ccc(F)c3cncc-2c13. The HOMO energy is -7.109 eV. For the molar mass, the calculation gives 268.25 g mol⁻¹. The value obtained for the total energy is -936.83160 hartree. The gap between HOMO and LUMO comes out at 7.09 eV.

# 3
The following is a DFT calculation (the ωB97M-V functional and the def2-TZVPD basis) of a structure of composition C7H8N2.

```
17
Properties=species:S:1:pos:R:3:forces:R:3
C 0.180 -0.743 0.951 -1.1 -1.5 3.6
C 1.154 -0.831 -0.876 1.2 4.6 -7.1
C -0.296 -0.463 -1.376 -3.3 1.6 0.2
C -0.230 0.245 0.045 -3.3 3.2 -2.7
C 1.294 0.628 -0.317 0.4 3.0 0.9
C -1.508 0.943 0.460 4.1 -0.9 -0.7
C -2.266 1.730 0.936 -3.6 5.5 -1.6
H -0.694 0.019 2.518 1.1 -2.6 -1.2
H 0.836 -2.566 0.310 0.9 2.9 -0.6
H 1.874 -0.981 -1.638 0.9 -1.2 -0.4
H -0.582 0.429 -2.109 1.6 -1.9 1.1
H -1.256 -1.140 -1.492 2.4 0.4 0.4
H 1.851 0.896 0.773 -0.9 -1.1 -3.4
H 1.575 1.392 -1.167 -1.1 -1.3 1.9
H -2.880 2.803 0.585 1.8 -3.9 1.9
N -0.130 -0.872 2.166 -0.8 1.7 1.6
N 1.079 -1.490 0.230 -0.3 -8.6 6.1
```
Positions in Å, forces in eV/Å.

Its total charge is 0. The HOMO energy is -9.134 eV. For the molar mass, the calculation gives 120.16 g mol⁻¹. The value obtained for the total energy is -380.77754 hartree. The energy relative to the best compared isomer or geometry (same formula, charge and spin) comes out at 154.5 kcal/mol. The gap between HOMO and LUMO comes out at 9.98 eV.